1.
Entry from the Open Molecules 2025 dataset: a molecular structure, C6H17N3 in a non-equilibrium geometry (wB97M-V/def2-TZVPD).

Element x y z (Å)
1 C 1.3378 1.0801 -0.0896
2 C 0.9510 2.2755 -0.7948
3 C 1.3420 -2.4343 -0.1451
4 C -2.7704 0.2638 0.9415
5 C 0.7211 -1.2706 0.5651
6 C -2.0739 -0.4504 -0.2045
7 N 2.4577 0.9664 0.5208
8 N 0.6894 0.0014 -0.1400
9 N -1.0231 0.3173 -0.8542
10 H 0.8141 2.0069 -1.7810
11 H -0.0777 2.5775 -0.5481
12 H 1.6498 3.1220 -0.6250
13 H 0.9560 -2.5738 -1.1586
14 H 2.4445 -2.3062 -0.2416
15 H 1.1899 -3.4523 0.4588
16 H -2.1721 1.1375 1.1890
17 H -3.7589 0.5576 0.6385
18 H -2.8280 -0.1952 1.8534
19 H 1.2871 -1.0552 1.4861
20 H -0.2876 -1.5632 0.8874
21 H -2.8421 -0.6794 -1.0311
22 H -1.6997 -1.5138 -0.0332
23 H 3.0129 1.8584 0.4301
24 H 2.7727 0.2245 1.0924
25 H -1.1537 1.2365 -0.6277
26 H -0.9388 -0.1310 -1.7883

Calculated values
- E: -402.31461 Ha
- Frontier orbital gap: 9.444 eV
- Strongest force on any atom: 0.1549 Eh/bohr
- 2S+1: 1
- Charge: +2
- E_HOMO: -0.716 Eh

---

2.
Entry from the Open Molecules 2025 dataset: 2 unconnected molecules or ions with the total composition C6H17N4 in a non-equilibrium geometry (wB97M-V/def2-TZVPD).

Element x y z (Å)
1 C -3.4869 0.7085 0.2715
2 C 2.3492 1.4866 1.3192
3 C 3.0231 -0.6623 0.1189
4 C -0.8172 -1.5410 -2.1590
5 C 0.5994 -0.2608 0.8251
6 C 1.9549 0.4301 0.2778
7 N -2.5162 0.5577 1.1235
8 N -3.1973 0.4286 -1.0036
9 N -0.7636 -0.7438 -0.9674
10 N 0.2056 -1.0448 -0.2233
11 H -4.5082 0.8709 0.6256
12 H 3.0458 2.1730 0.6969
13 H 2.9812 1.0231 2.1651
14 H 1.4705 2.0489 1.7889
15 H 3.4148 -0.9985 0.9888
16 H 2.5717 -1.5186 -0.3147
17 H 3.8066 -0.2885 -0.5201
18 H -1.1875 -0.8992 -2.9421
19 H 0.0577 -2.1451 -2.3924
20 H -1.5256 -2.3046 -1.9798
21 H 0.6669 -0.9113 1.6929
22 H -0.0269 0.7384 1.1107
23 H 1.7496 0.9255 -0.6749
24 H -2.5726 0.8961 2.0477
25 H -3.6307 0.8327 -1.7855
26 H -2.1019 0.0571 -0.9803
27 H -1.5626 0.1414 0.8903

Calculated values
- E: -457.49630 Ha
- Frontier orbital gap: 9.903 eV
- Strongest force on any atom: 0.0823 Eh/bohr
- 2S+1: 1
- Charge: +1
- E_HOMO: -0.491 Eh

---

3.
Entry from the Open Molecules 2025 dataset: 2 unconnected molecules or ions with the total composition C6H17N4O in a non-equilibrium geometry (wB97M-V/def2-TZVPD).

Element x y z (Å)
1 C 1.8306 1.9435 -0.1749
2 C 2.6896 1.0434 -1.0643
3 C 0.8219 0.8011 1.7904
4 N 0.7273 1.1317 0.4842
5 N 1.3061 1.7009 2.7099
6 N 0.3904 -0.3616 2.2323
7 H 2.2966 2.3922 0.6882
8 H 1.2696 2.7293 -0.7162
9 H 3.5058 0.4790 -0.5819
10 H 3.1792 1.6816 -1.7912
11 H 0.5654 0.2475 -0.0364
12 H 2.1692 2.1710 2.5145
13 H 0.9112 1.6427 3.6312
14 H -0.0372 -0.9760 1.5138
15 H 0.1084 -0.4640 3.1942
16 H 2.0951 0.2924 -1.5673
17 C -1.9376 -1.3582 -2.1627
18 C -1.4580 -0.0179 -2.7044
19 C -1.6061 -1.5982 -0.7501
20 O -0.5473 -1.1386 -0.2529
21 N -2.4023 -2.3104 0.0688
22 H -2.9608 -1.5920 -2.4960
23 H -1.4690 -2.1799 -2.7413
24 H -0.8609 0.5005 -1.9805
25 H -2.3010 0.6563 -2.8338
26 H -2.3951 -2.3128 1.0699
27 H -3.2391 -2.6072 -0.4212
28 H -0.8469 -0.1028 -3.6005

Calculated values
- E: -532.89279 Ha
- Frontier orbital gap: 11.460 eV
- Strongest force on any atom: 0.0659 Eh/bohr
- 2S+1: 1
- Charge: +1
- E_HOMO: -0.513 Eh

---

4.
Entry from the Open Molecules 2025 dataset: 2 unconnected molecules or ions with the total composition C6H17N4O in a non-equilibrium geometry (wB97M-V/def2-TZVPD).

Element x y z (Å)
1 C -1.3115 -0.0743 2.3403
2 C -0.3700 -1.2707 2.4311
3 C -0.4865 1.8782 1.1473
4 N -1.2983 0.7181 1.1306
5 N -0.3542 2.6693 2.2491
6 N 0.3174 2.2366 0.0390
7 H -2.3302 -0.5869 2.2214
8 H -1.1980 0.6966 3.0912
9 H -0.2885 -1.5010 3.5760
10 H 0.5405 -0.8885 2.1197
11 H -1.0311 0.1706 0.2416
12 H 0.0003 3.5456 2.4173
13 H -1.0441 2.6597 3.0953
14 H 0.0108 1.8268 -0.8866
15 H 0.5142 3.3856 -0.2034
16 H -0.7161 -2.0488 1.7988
17 C 0.8981 -1.4008 -2.9693
18 C -0.5438 -1.8779 -2.7076
19 C 1.1982 -0.3832 -1.9777
20 O 0.3417 0.5074 -1.7990
21 N 2.1628 -0.4370 -1.0376
22 H 1.6526 -2.2764 -2.9972
23 H 0.8691 -0.9820 -4.1244
24 H -1.0942 -1.0949 -3.1188
25 H -0.8388 -2.1031 -1.6470
26 H 2.1242 0.1986 -0.2768
27 H 3.1216 -0.6976 -1.1394
28 H -0.8460 -2.8700 -3.0138

Calculated values
- E: -532.79146 Ha
- Frontier orbital gap: 10.493 eV
- Strongest force on any atom: 0.1087 Eh/bohr
- 2S+1: 1
- Charge: +1
- E_HOMO: -0.493 Eh

---

5.
Entry from the Open Molecules 2025 dataset: a gas-phase ion, C6H17N4O2S (charge +1) in a non-equilibrium geometry (wB97M-V/def2-TZVPD).

Element x y z (Å)
1 C -2.6787 -0.3872 -1.2713
2 C -1.1942 0.0180 -1.1769
3 N -0.7644 0.0359 0.1873
4 C -1.5237 0.9114 1.0831
5 C -1.5703 2.4223 0.6855
6 N -0.3509 -1.1818 0.7271
7 C 0.7804 -1.6659 0.3843
8 N 0.9648 -3.0038 0.6567
9 N 1.6237 -0.9794 -0.4110
10 S 1.8698 0.7088 -0.0905
11 C 3.6574 0.5909 -0.2826
12 O 1.2110 1.4698 -1.0741
13 O 1.5458 0.9664 1.2739
14 H -3.1339 0.4432 -0.6720
15 H -3.1170 -0.5198 -2.2861
16 H -2.7212 -1.4109 -0.7270
17 H -1.2065 1.0458 -1.5910
18 H -0.4887 -0.7038 -1.6320
19 H -2.5373 0.6503 1.1431
20 H -0.9642 0.8108 2.0309
21 H -0.5995 2.7077 0.3388
22 H -2.1644 2.7253 -0.0955
23 H -1.9594 2.8395 1.6954
24 H -0.8871 -1.6415 1.4608
25 H 1.7999 -3.3591 0.4654
26 H 0.1581 -3.6320 0.8576
27 H 2.3869 -1.4918 -0.7207
28 H 4.0344 -0.0570 0.5047
29 H 3.7858 0.0444 -1.3169
30 H 4.0435 1.6435 -0.1472

Calculated values
- E: -1006.16990 Ha
- Frontier orbital gap: 9.187 eV
- Strongest force on any atom: 0.1001 Eh/bohr
- 2S+1: 1
- Charge: +1
- E_HOMO: -0.455 Eh
- SMILES: CCN(CC)/[NH+]=C(/N)NS(C)(=O)=O

---

6.
Entry from the Open Molecules 2025 dataset: 2 unconnected molecules or ions with the total composition C6H17NO in a non-equilibrium geometry (wB97M-V/def2-TZVPD).

Element x y z (Å)
1 C 1.0704 -1.7713 -1.4356
2 C 2.0288 -0.6511 -0.9358
3 C 1.5160 0.7169 -1.2951
4 C 0.1357 1.0981 -0.7524
5 N -0.0273 0.6731 0.6459
6 C -1.3177 1.0820 1.1482
7 C -2.5452 0.4164 0.5071
8 H 0.3218 -2.0785 -0.7080
9 H 0.5388 -1.4571 -2.3333
10 H 1.6974 -2.6257 -1.6705
11 H 2.1160 -0.7800 0.1511
12 H 3.0079 -0.8696 -1.3372
13 H 2.1878 1.5415 -1.0857
14 H 1.4674 0.7884 -2.3874
15 H -0.6212 0.6695 -1.4172
16 H 0.0471 2.1782 -0.8052
17 H 0.0605 -0.3371 0.6073
18 H -1.4176 1.0028 2.2413
19 H -1.4972 2.1532 1.0904
20 H -2.6344 0.7730 -0.5223
21 H -3.4682 0.5476 1.0612
22 H -2.3522 -0.6615 0.3961
23 O -0.0498 -0.9970 3.2988
24 H 0.5545 -0.8960 2.5573
25 H -0.8192 -0.5158 2.9809

Calculated values
- E: -368.77074 Ha
- Frontier orbital gap: 10.191 eV
- Strongest force on any atom: 0.0369 Eh/bohr
- 2S+1: 1
- E_HOMO: -0.340 Eh
- SMILES: CCCCNCC.O

---

7.
Entry from the Open Molecules 2025 dataset: 2 unconnected molecules or ions with the total composition C6H17NO in a non-equilibrium geometry (wB97M-V/def2-TZVPD).

Element x y z (Å)
1 C -2.5784 -1.7621 -0.2103
2 C -1.7493 -0.4515 -0.5939
3 C -0.5216 -0.4484 -1.4724
4 C 0.8313 -1.2272 -0.8353
5 C 1.0846 -0.8321 0.5385
6 N 2.2533 0.2423 0.5386
7 C 1.8935 1.4308 -0.0139
8 H -3.5807 -1.3654 0.3132
9 H -2.1625 -2.5348 0.4477
10 H -2.7443 -2.4833 -0.9906
11 H -2.5091 0.3358 -1.0623
12 H -1.6667 0.2499 0.3752
13 H -1.0138 -0.9092 -2.3423
14 H -0.1835 0.6218 -1.5916
15 H 1.6880 -1.1190 -1.6684
16 H 0.7209 -2.1973 -0.8325
17 H 1.4116 -1.4773 1.3677
18 H 0.2376 -0.3373 1.1710
19 H 2.9324 -0.1759 -0.1349
20 H 0.8582 1.8600 0.1782
21 H 2.3920 2.2938 0.3036
22 H 1.8149 1.4438 -1.1019
23 O -0.8831 2.4398 1.7393
24 H -0.1314 2.5438 1.1061
25 H -0.5328 1.7788 2.3008

Calculated values
- E: -368.65125 Ha
- Frontier orbital gap: 9.900 eV
- Strongest force on any atom: 0.1153 Eh/bohr
- 2S+1: 1
- E_HOMO: -0.331 Eh
- SMILES: CCCCCNC.O

---

8.
Entry from the Open Molecules 2025 dataset: 2 unconnected molecules or ions with the total composition C6H17NOSi2 in a non-equilibrium geometry (wB97M-V/def2-TZVPD).

Element x y z (Å)
1 C -1.7767 -1.0404 1.5212
2 C -1.6233 0.4685 1.4125
3 N -0.6866 0.8667 0.3593
4 Si 0.6058 1.8686 0.1027
5 C 1.9631 2.6893 1.3027
6 C 0.9490 2.2610 -1.6986
7 H -0.8695 -1.6405 1.7084
8 H -2.2079 -1.2997 2.6129
9 H -2.4426 -1.4391 0.7608
10 H -2.5804 0.9781 1.2862
11 H -1.2885 0.9128 2.3290
12 H 3.0370 2.3662 1.0606
13 H 2.0861 3.7452 1.3859
14 H 1.7707 2.4703 2.3945
15 H 1.8096 1.8293 -2.2094
16 H 0.3227 1.7536 -2.3761
17 H 0.9181 3.3888 -1.8207
18 C -0.4663 -0.8527 -2.0144
19 Si 0.6735 -1.6128 -0.6928
20 C 0.0004 -3.3646 -0.0832
21 O 2.0365 -1.0293 -0.4775
22 H 0.0397 -0.1831 -2.6723
23 H -0.7317 -1.7174 -2.6191
24 H -1.2390 -0.3241 -1.4826
25 H -0.9891 -3.3343 0.1810
26 H 0.1353 -3.9892 -1.0235
27 H 0.5539 -3.7713 0.7524

Calculated values
- E: -947.73715 Ha
- Frontier orbital gap: 8.860 eV
- Strongest force on any atom: 0.0753 Eh/bohr
- 2S+1: 1
- E_HOMO: -0.311 Eh
- SMILES: CCN=[Si](C)C.C[Si](C)=O

---

Number 6 is which compound? C6H17NO

---

What is the formula in the seventh record? C6H17NO

---

Which of these has the lowest strongest force on any atom? number 6

---

Look up the E of the first one. -402.31461 Ha